Formula: C6H8N2
Source: OMol25
Level of theory: the ωB97M-V functional and the def2-TZVPD basis

```
! wB97M-V def2-TZVPD RIJCOSX def2/J DEFGRID3
* xyz 0 1
N 2.85 -0.17 -0.59
C 2.00 -0.48 0.13
C 0.79 -0.67 0.69
N -0.17 -1.63 0.12
C -1.37 -0.78 -0.40
C -0.63 0.53 -0.75
C 0.08 1.87 -0.01
C 0.02 0.60 0.68
H 0.84 -1.03 1.86
H 0.09 -1.99 -0.83
H -2.20 -0.67 0.50
H -1.85 -1.46 -1.27
H 0.08 0.24 -1.45
H -0.46 2.68 0.51
H 0.88 2.19 -0.58
H -0.96 0.78 1.39
*
```

Results
**Gap between HOMO and LUMO**: 9.9 eV
**Electronic energy**: -342.72485 Eh
**Relative energy (zero: lowest compared OMol25 entry of this formula, charge and spin)**: 131.20 kcal/mol

These are the natural (NBO) partial charges, in e, on atoms 1 to 5: N -0.29; C 0.27; C -0.22; N -0.61; C -0.24


Formula: C6H8N2
Source: OMol25
Level of theory: the ωB97M-V functional and the def2-TZVPD basis

```
! wB97M-V def2-TZVPD RIJCOSX def2/J DEFGRID3
* xyz 0 1
N 2.53 0.80 -0.37
C 1.31 0.08 -0.03
C 1.27 -1.09 0.82
C -0.05 -1.54 0.98
N -0.77 -0.60 0.30
C -0.01 0.33 -0.37
C -1.24 1.13 -0.74
C -2.04 0.06 0.04
H 3.19 0.08 -0.64
H 2.33 1.39 -1.17
H 2.16 -1.51 1.29
H -0.56 -2.26 1.63
H -1.32 2.13 -0.29
H -1.43 1.19 -1.83
H -2.74 -0.57 -0.52
H -2.64 0.38 0.89
*
```

Results
**Gap between HOMO and LUMO**: 8.6 eV
**Electronic energy**: -342.86993 Eh
**Relative energy (zero: lowest compared OMol25 entry of this formula, charge and spin)**: 40.16 kcal/mol

These are the natural (NBO) partial charges, in e, on atoms 1 to 5: N -0.81; C 0.08; C -0.33; C -0.07; N -0.31


Formula: C6H8N2
Source: OMol25
Level of theory: the ωB97M-V functional and the def2-TZVPD basis

```
! wB97M-V def2-TZVPD RIJCOSX def2/J DEFGRID3
* xyz 0 1
C -0.42 1.14 -0.18
C -1.48 0.44 -0.13
C -1.56 -1.06 0.12
C -0.17 -1.69 -0.18
N 0.78 -1.38 0.58
N 1.99 -1.08 -0.03
C 2.06 0.11 -0.35
C 1.08 1.08 0.38
H -0.86 2.31 -0.02
H -2.45 0.95 -0.07
H -2.17 -1.03 1.08
H -2.31 -1.21 -0.81
H 0.12 -2.07 -1.22
H 3.02 0.55 -0.72
H 0.94 0.90 1.56
H 1.43 2.05 0.00
*
```

Results
**Gap between HOMO and LUMO**: 9.9 eV
**Electronic energy**: -342.73522 Eh
**Relative energy (zero: lowest compared OMol25 entry of this formula, charge and spin)**: 124.69 kcal/mol

These are the natural (NBO) partial charges, in e, on atoms 1 to 5: C -0.20; C -0.19; C -0.51; C 0.10; N -0.28


Formula: C6H8N2
Source: OMol25
Level of theory: the ωB97M-V functional and the def2-TZVPD basis

```
! wB97M-V def2-TZVPD RIJCOSX def2/J DEFGRID3
* xyz 0 1
C 0.24 2.53 0.14
C -0.20 1.55 -0.72
C -0.70 0.14 -0.33
C 0.45 -1.46 -1.19
C 0.02 -0.44 0.88
C -0.54 -0.52 2.14
H 0.21 2.45 1.48
H 0.74 3.46 -0.30
H -0.09 1.73 -1.87
H -1.93 0.33 -0.24
H 0.75 -2.46 -1.73
H 0.34 -2.98 0.49
H 0.13 -1.16 2.73
H -1.45 0.07 2.67
N -0.47 -0.70 -1.45
N 1.30 -1.05 0.19
*
```

Results
**Gap between HOMO and LUMO**: 6.6 eV
**Electronic energy**: -342.56075 Eh
**Relative energy (zero: lowest compared OMol25 entry of this formula, charge and spin)**: 234.18 kcal/mol

These are the natural (NBO) partial charges, in e, on atoms 1 to 5: C -0.40; C -0.21; C -0.19; C 0.23; C 0.11